Entry 1:
# C6H4O

A molecular structure, C6H4O (ωB97M-V/def2-TZVPD, the OMol25 dataset).

The calculation puts the max |F| at 0.97 eV Å⁻¹. The calculation puts the relative energy (zero: lowest compared OMol25 entry of this formula, charge and spin) at 5.6613 eV. The calculation puts the electronic energy at -8326.7789 eV. The HOMO-LUMO gap (alpha / beta) is 7.08 / 7.08 eV. The LUMO energy (alpha / beta) comes out at -1.71 / -1.71 eV.

```
11
Properties=species:S:1:pos:R:3:forces:R:3
H 2.37311 -0.70901 -0.47325 -0.119 0.042 -0.018
C -1.06306 0.32034 0.16725 -0.394 0.137 -0.758
C 0.57796 -0.19575 0.42946 0.265 -0.081 -0.045
H 1.46173 0.53099 -1.37803 -0.030 -0.120 0.097
H -2.21495 0.71664 -1.78342 0.084 -0.029 0.172
O -1.62105 0.44355 2.57659 0.541 -0.173 -0.563
C 1.37697 -0.39503 -0.80124 0.015 -0.007 0.003
H 0.94634 -1.17351 -1.43822 0.027 0.110 0.103
C 0.62429 -0.25838 1.75566 -0.327 0.113 -0.335
C -1.70125 0.53890 -0.85944 0.296 -0.103 0.445
C -0.76010 0.18125 1.80463 -0.358 0.110 0.899
```
Positions in Å, forces in eV/Å.

---

Entry 2:
# C6H4O

A single C6H4O molecule (ωB97M-V/def2-TZVPD, the OMol25 dataset).

The calculation puts the max |F| at 0.53 eV Å⁻¹. The calculation puts the relative energy (zero: lowest compared OMol25 entry of this formula, charge and spin) at 3.3402 eV. The calculation puts the electronic energy at -8329.1000 eV. Its SMILES is C#CC#C[C@H]1CO1. The HOMO-LUMO gap is 10.29 eV. The LUMO energy comes out at 0.81 eV.

```
11
Properties=species:S:1:pos:R:3:forces:R:3
C 0.58971 -1.21785 -0.04016 -0.102 0.079 0.163
C 0.25375 0.18968 -0.07817 -0.228 0.401 0.212
C -0.13512 1.30481 0.17870 0.120 -0.515 0.075
C -0.61104 2.49120 0.69905 -0.119 0.328 0.199
H -1.42300 4.27403 1.84629 0.037 -0.008 -0.143
C -1.04211 3.44986 1.28887 0.153 -0.324 -0.227
O 1.60435 -1.73530 -0.88301 0.223 0.064 -0.116
H -0.18488 -1.79904 -2.03485 0.097 -0.030 0.163
H 0.61200 -1.59947 0.98065 0.041 -0.009 -0.137
C 0.27565 -2.16325 -1.11757 -0.261 -0.130 -0.080
H 0.06069 -3.19467 -0.83980 0.039 0.144 -0.110
```
Positions in Å, forces in eV/Å.

---

Entry 3:
# C6H4O

A single C6H4O molecule (ωB97M-V/def2-TZVPD, the OMol25 dataset).

The calculation puts the max |F| at 1.11 eV Å⁻¹. The calculation puts the relative energy (zero: lowest compared OMol25 entry of this formula, charge and spin) at 2.4076 eV. The calculation puts the electronic energy at -8330.0325 eV. Its SMILES is C#CC(C)=C=C=O. The HOMO-LUMO gap is 8.74 eV. The LUMO energy comes out at -0.63 eV.

```
11
Properties=species:S:1:pos:R:3:forces:R:3
C -0.45093 1.61235 0.30740 0.254 -0.289 -0.007
C -1.41251 -0.51543 -0.78148 -0.094 0.097 -0.014
H -2.29957 0.04756 -1.06539 0.087 0.049 0.076
H 2.47316 -1.97489 0.44985 0.090 0.137 0.105
C 0.78040 -0.48593 0.21528 0.392 -0.577 -0.087
H -0.93770 -0.95452 -1.66747 -0.182 0.070 0.089
O 1.56516 2.51551 1.45435 -0.989 -0.191 -0.469
C 0.64757 2.05100 0.92121 0.750 0.554 0.476
C -0.38191 0.30710 -0.06674 0.066 -0.140 0.067
H -1.68508 -1.35512 -0.12876 -0.052 0.147 -0.154
C 1.70141 -1.24765 0.36175 -0.322 0.142 -0.083
```
Positions in Å, forces in eV/Å.

---

The highest electronic energy belongs to which entry?
number 1